i) # C4H12O3

4 unconnected molecules or ions with the total composition C4H12O3 (ωB97M-V with the def2-TZVPD basis set, the OMol25 dataset).

Structure (ORCA input):
```
! wB97M-V def2-TZVPD RIJCOSX def2/J DEFGRID3
* xyz 0 1
C -2.92 2.19 0.55
C -2.67 3.01 1.60
C -2.92 4.44 1.59
C -2.41 5.26 2.51
H -3.73 2.39 -0.15
H -2.20 1.44 0.27
H -2.39 2.50 2.51
H -3.59 4.83 0.82
H -2.40 6.33 2.40
H -1.73 4.83 3.24
H 1.04 -3.66 -1.64
H 0.34 -4.90 -1.28
O 0.54 -4.03 -0.91
H 5.32 -3.60 0.35
H 6.20 -4.34 -0.56
O 5.96 -4.32 0.37
H 2.84 -4.74 -3.61
H 1.91 -3.84 -4.23
O 2.79 -3.80 -3.83
*
```

As for the HOMO-LUMO gap: 8.7 eV. The value obtained for the HOMO energy is -8.42 eV. Its LUMO energy is 0.2 eV. The SMILES is C=CC=C.O.O.O.

***

ii) # C4H12O3

3 unconnected molecules or ions with the total composition C4H12O3 (ωB97M-V with the def2-TZVPD basis set, the OMol25 dataset).

Structure (ORCA input):
```
! wB97M-V def2-TZVPD RIJCOSX def2/J DEFGRID3
* xyz 0 1
C -0.52 0.72 2.09
C 0.42 -0.50 -1.61
O 1.47 -1.51 -1.68
C -0.15 -0.44 -0.16
C -0.50 0.59 0.63
H 0.11 1.54 2.48
H -0.07 -0.25 2.59
H -1.56 0.96 2.36
H -0.42 -0.74 -2.30
H 0.81 0.52 -1.97
H 1.65 -1.68 -2.62
H 0.30 -1.39 0.23
H -0.86 1.46 0.02
H -2.59 -1.20 0.73
H -3.25 -0.71 -0.54
O -3.23 -1.44 0.04
H 3.07 1.39 -0.80
H 2.76 0.98 0.54
O 2.56 1.69 -0.01
*
```

As for the HOMO-LUMO gap: 9.9 eV. The value obtained for the HOMO energy is -9.27 eV. Its LUMO energy is 0.7 eV. The SMILES is C/C=C/CO.O.O.

***

Of them, i) has the lowest stability.

***

i) # C2H3FS

A molecular structure, C2H3FS (ωB97M-V with the def2-TZVPD basis set, the OMol25 dataset).

Structure (ORCA input):
```
! wB97M-V def2-TZVPD RIJCOSX def2/J DEFGRID3
* xyz 0 1
C -0.41 -0.46 0.50
C 0.30 0.41 -0.44
F 0.96 1.49 0.11
S 1.20 -1.13 -0.12
H -0.44 -0.24 1.62
H -1.32 -0.92 0.02
H -0.28 0.85 -1.69
*
```

As for the HOMO-LUMO gap: 10.0 eV. The value obtained for the HOMO energy is -9.35 eV. Its LUMO energy is 0.6 eV.

***

ii) # C2H3FS

A single C2H3FS molecule (ωB97M-V with the def2-TZVPD basis set, the OMol25 dataset).

Structure (ORCA input):
```
! wB97M-V def2-TZVPD RIJCOSX def2/J DEFGRID3
* xyz 0 1
C 1.97 -0.27 0.01
C 0.15 -0.07 -0.09
F 2.26 -1.56 0.29
S 3.15 0.79 -0.14
H -0.06 1.05 -0.20
H -0.02 -0.47 0.97
H -0.38 -0.72 -0.80
*
```

As for the HOMO-LUMO gap (alpha / beta): 9.5 / 9.5 eV. The value obtained for the HOMO energy (alpha / beta) is -9.44 / -9.44 eV. Its LUMO energy (alpha / beta) is 0.0 / 0.0 eV. The SMILES is CC(F)=S.

***

Of them, i) has the lowest stability.

***

i) # C5H8N2S

A single C5H8N2S molecule (ωB97M-V with the def2-TZVPD basis set, the OMol25 dataset).

Structure (ORCA input):
```
! wB97M-V def2-TZVPD RIJCOSX def2/J DEFGRID3
* xyz 0 1
C -2.40 -0.04 0.38
C -0.11 0.79 0.55
C 1.13 1.23 -0.28
C 1.11 -1.18 -0.31
C 0.02 -0.66 0.56
H -2.43 -0.26 1.51
H -0.35 1.25 1.51
H 0.99 2.11 -0.94
H 1.92 1.51 0.43
H 0.97 0.04 -1.99
H 0.67 -1.94 -1.05
H 1.92 -1.54 0.22
H -0.29 -1.35 1.39
N -1.06 -0.04 -0.22
N 1.59 0.01 -1.12
S -3.69 0.06 -0.64
*
```

As for the HOMO-LUMO gap: 8.6 eV. The value obtained for the HOMO energy is -8.93 eV. Its LUMO energy is -0.3 eV. The SMILES is S=CN1[C@@H]2CNC[C@@H]21.

***

ii) # C5H8N2S

A molecular structure, C5H8N2S (ωB97M-V with the def2-TZVPD basis set, the OMol25 dataset).

Structure (ORCA input):
```
! wB97M-V def2-TZVPD RIJCOSX def2/J DEFGRID3
* xyz 0 1
C -1.89 -0.70 -1.51
C -0.81 -0.45 -0.57
C 1.17 0.49 -0.02
C 2.12 1.37 0.68
C 0.79 0.65 1.49
H -1.33 -0.59 -2.75
H -2.81 0.31 -1.36
H -2.03 -1.81 -1.17
H 1.64 -0.55 -0.24
H 2.22 2.48 0.67
H 3.19 0.94 0.97
H 0.00 1.44 1.37
H -1.60 -1.90 0.82
N 0.00 0.56 -0.94
N -0.78 -1.26 0.56
S 0.14 -0.98 2.01
*
```

As for the HOMO-LUMO gap: 8.6 eV. The value obtained for the HOMO energy is -8.06 eV. Its LUMO energy is 0.6 eV.

***

iii) # C5H8N2S

A single C5H8N2S molecule (ωB97M-V with the def2-TZVPD basis set, the OMol25 dataset).

Structure (ORCA input):
```
! wB97M-V def2-TZVPD RIJCOSX def2/J DEFGRID3
* xyz 0 1
C 0.45 -1.11 -1.70
C 0.81 0.12 -0.84
C -0.22 0.41 0.20
C -1.20 1.36 0.29
C -1.44 0.14 2.02
H 0.39 -2.02 -1.10
H 1.24 -1.26 -2.47
H -0.51 -0.95 -2.17
H 0.84 0.98 -1.50
H 2.55 0.98 0.56
H -1.43 2.18 -0.40
H -1.80 -0.30 2.92
H 0.21 -1.17 1.58
N -1.95 1.20 1.42
N -0.40 -0.39 1.32
S 2.47 -0.17 -0.13
*
```

As for the HOMO-LUMO gap: 9.4 eV. The value obtained for the HOMO energy is -8.68 eV. Its LUMO energy is 0.7 eV. The SMILES is C[C@H](S)c1cnc[nH]1.

***

Of them, ii) has the lowest stability.

***

i) # H2NO3S

2 unconnected molecules or ions with the total composition H2NO3S (ωB97M-V with the def2-TZVPD basis set, the OMol25 dataset).

Structure (ORCA input):
```
! wB97M-V def2-TZVPD RIJCOSX def2/J DEFGRID3
* xyz -1 1
N 0.66 -0.40 0.92
O -3.76 -1.00 -0.07
O -2.63 1.22 -0.13
O 1.95 -0.06 0.58
S -2.48 -0.26 0.18
H 0.05 0.26 0.68
H 0.28 -1.20 0.37
*
```

As for the HOMO-LUMO gap (alpha / beta): 9.3 / 4.8 eV. The value obtained for the HOMO energy (alpha / beta) is -5.21 / -2.06 eV. Its LUMO energy (alpha / beta) is 4.1 / 2.7 eV.

***

ii) # H2NO3S

A gas-phase ion, H2NO3S (charge -1) (ωB97M-V with the def2-TZVPD basis set, the OMol25 dataset).

Structure (ORCA input):
```
! wB97M-V def2-TZVPD RIJCOSX def2/J DEFGRID3
* xyz -1 1
N 1.14 -0.16 -0.23
O -0.85 -0.34 1.24
O -0.66 1.94 0.08
O -1.22 -0.18 -1.22
S -0.53 0.30 -0.02
H 1.26 -0.45 0.75
H 0.86 -1.11 -0.60
*
```

As for the HOMO-LUMO gap: 8.7 eV. The value obtained for the HOMO energy is -4.64 eV. Its LUMO energy is 4.0 eV. The SMILES is NS(=O)(=O)[O-].

***

Of them, i) has the lowest stability.